{"formula": "C20H15AuBrNO4P", "method": "ωB97M-V/def2-TZVPD", "symbols": ["Au", "O", "C", "O", "C", "P", "C", "C", "C", "C", "C", "C", "C", "C", "C", "C", "C", "C", "H", "H", "H", "H", "H", "H", "H", "H", "H", "H", "H", "H", "Br", "C", "C", "C", "C", "C", "N", "C", "O", "O", "H", "H", "H"], "coordinates": [[0.478, -1.094, -2.069], [3.382, 0.591, -1.668], [3.039, -0.320, -0.954], [2.337, -1.356, -1.151], [3.624, -0.198, 0.555], [2.351, -0.154, 1.838], [1.245, 1.271, 1.638], [1.303, 2.137, 0.580], [0.189, 3.118, 0.377], [-0.527, 3.461, 1.640], [-0.494, 2.622, 2.705], [0.322, 1.475, 2.694], [1.323, -1.627, 1.707], [1.946, -2.876, 1.780], [1.204, -4.027, 1.598], [-0.166, -3.946, 1.385], [-0.797, -2.709, 1.357], [-0.061, -1.550, 1.527], [4.227, 0.706, 0.601], [4.264, -1.066, 0.726], [2.113, 2.117, -0.133], [0.523, 3.998, -0.168], [-1.138, 4.352, 1.641], [-1.070, 2.847, 3.593], [0.301, 0.786, 3.530], [3.010, -2.942, 1.974], [1.687, -4.994, 1.636], [-0.746, -4.850, 1.257], [-1.869, -2.646, 1.221], [-0.561, -0.592, 1.512], [-2.076, -2.802, -3.435], [-2.439, -0.999, -3.060], [-3.658, -0.437, -3.413], [-3.895, 0.881, -3.075], [-2.923, 1.594, -2.384], [-1.728, 0.969, -2.094], [-1.484, -0.314, -2.436], [-0.576, 1.680, -1.430], [-0.919, 2.547, -0.502], [0.556, 1.404, -1.736], [-4.393, -1.034, -3.930], [-4.829, 1.354, -3.346], [-3.073, 2.622, -2.088]], "orbital_gap_ev": [8.043, 5.825], "multiplicity": 3, "e_lumo_ha": [-0.1214, -0.2207], "e_above_lowest_kj_mol": 94.5, "charge": 1}

{"formula": "C27H51BiBrN11O2", "method": "ωB97M-V/def2-TZVPD", "symbols": ["Bi", "C", "N", "C", "C", "N", "C", "C", "N", "C", "C", "N", "C", "N", "C", "C", "N", "C", "C", "C", "C", "N", "C", "N", "C", "C", "N", "C", "C", "N", "C", "C", "H", "H", "H", "H", "H", "H", "H", "H", "H", "H", "H", "H", "H", "H", "H", "H", "H", "H", "H", "H", "H", "H", "H", "H", "H", "H", "H", "H", "H", "H", "H", "H", "H", "H", "H", "H", "H", "H", "H", "H", "H", "H", "H", "H", "H", "H", "H", "H", "Br", "C", "C", "N", "C", "C", "C", "C", "O", "O", "H", "H", "H"], "coordinates": [[0.363, -0.589, -0.171], [-2.881, 2.701, 2.301], [-2.073, 1.846, 1.361], [-0.721, 2.254, 0.981], [-2.609, 0.765, 0.790], [-1.830, -0.228, 0.292], [-2.512, -1.332, -0.439], [-2.091, -2.687, 0.245], [-0.604, -2.829, 0.284], [-0.158, -3.771, -0.751], [-0.430, -3.140, -2.071], [0.201, -1.831, -2.125], [0.642, -1.411, -3.347], [1.747, -0.733, -3.516], [2.856, -0.872, -2.574], [2.014, 0.254, -4.607], [-0.108, -1.681, -4.466], [-1.558, -1.587, -4.403], [0.480, -2.119, -5.709], [-0.158, -3.330, 1.597], [-0.314, -2.224, 2.651], [0.546, -1.108, 2.239], [1.259, -0.367, 3.067], [0.847, -0.153, 4.367], [1.734, 0.071, 5.477], [-0.567, -0.184, 4.701], [2.357, 0.283, 2.636], [2.719, 1.622, 3.155], [3.256, -0.248, 1.607], [-3.959, 0.621, 0.894], [-4.576, -0.512, 1.526], [-4.905, 1.647, 0.479], [-3.140, 3.603, 1.765], [-2.246, 2.938, 3.156], [-3.781, 2.180, 2.639], [-0.670, 3.333, 0.935], [-0.486, 1.977, -0.061], [0.042, 1.939, 1.732], [-2.195, -1.300, -1.492], [-3.578, -1.215, -0.406], [-2.417, -3.568, -0.289], [-2.462, -2.736, 1.264], [-0.673, -4.710, -0.659], [0.917, -3.903, -0.605], [-1.483, -3.111, -2.251], [-0.016, -3.802, -2.795], [2.715, -1.744, -1.952], [2.911, 0.012, -1.920], [3.816, -0.946, -3.096], [1.100, 0.460, -5.168], [2.814, -0.155, -5.223], [2.350, 1.155, -4.126], [-1.815, -0.906, -3.615], [-2.068, -2.525, -4.218], [-1.855, -1.187, -5.373], [1.527, -2.400, -5.551], [0.513, -1.362, -6.459], [-0.060, -2.967, -6.107], [0.866, -3.611, 1.566], [-0.730, -4.236, 1.913], [-0.043, -2.568, 3.645], [-1.337, -1.866, 2.649], [2.763, 0.023, 5.204], [1.587, -0.722, 6.240], [1.529, 1.049, 5.994], [-1.191, 0.118, 3.859], [-0.710, 0.522, 5.538], [-0.869, -1.138, 5.142], [3.538, 1.501, 3.811], [1.905, 2.030, 3.731], [2.942, 2.288, 2.294], [3.040, -1.250, 1.329], [4.304, -0.234, 1.925], [3.291, 0.419, 0.705], [-3.843, -1.172, 1.951], [-5.181, -1.126, 0.848], [-5.207, -0.158, 2.350], [-4.359, 2.489, 0.010], [-5.567, 1.881, 1.287], [-5.601, 1.196, -0.220], [4.055, 6.409, -2.341], [3.261, 4.907, -1.496], [3.653, 4.516, -0.223], [3.180, 3.399, 0.316], [2.231, 2.705, -0.362], [1.785, 3.028, -1.636], [2.351, 4.177, -2.211], [0.788, 2.191, -2.394], [0.516, 2.473, -3.557], [0.281, 1.164, -1.754], [4.268, 5.168, 0.347], [1.808, 1.823, 0.154], [1.971, 4.412, -3.210]], "orbital_gap_ev": 8.351, "e_lumo_ha": -0.1853, "charge": 2}